1.
Formula: C3H5N3
Source: the OMol25 dataset
Level of theory: ωB97M-V with the def2-TZVPD basis set

Output
Energy relative to the best compared isomer or geometry (same formula, charge and spin) ... 22.8 kcal per mole
Frontier orbital gap ... 0.380 Ha
HOMO ... -9.452 eV
Maximum force ... 4.1 eV Å⁻¹
Spin multiplicity ... 1
Electronic energy ... -281.553653 a.u.
SMILES ... [H]/N=C1\CN=CN1

Geometry (Å):
N1 0.31297 0.05372 2.03026
C1 0.03356 0.09457 0.80094
C2 0.23316 1.14801 -0.30392
N2 0.32379 0.35093 -1.52861
C3 -0.17644 -0.77837 -1.18601
N3 -0.57408 -0.99261 0.15962
H1 0.77556 0.90890 2.31659
H2 -0.66334 1.78033 -0.31991
H3 1.07059 1.84490 -0.16253
H4 -0.13578 -1.66487 -1.78486
H5 -0.37118 -2.03156 0.60296

Atom charges from the natural (NBO) analysis, given in e for atoms 1 to 5: atom 1 (N): -0.665, atom 2 (C): 0.424, atom 3 (C): -0.342, atom 4 (N): -0.428, atom 5 (C): 0.251



2.
Formula: C19H42LaNO3P3
Source: the OMol25 dataset
Level of theory: ωB97M-V with the def2-TZVPD basis set

Output
Energy relative to the best compared isomer or geometry (same formula, charge and spin) ... 117.5 kcal per mole
Frontier orbital gap (alpha / beta) ... 0.120 / 0.086 Ha
HOMO (alpha / beta) ... -14.751 / -14.751 eV
Maximum force ... 3.3 eV Å⁻¹
Spin multiplicity ... 1
Electronic energy ... -2084.156726 a.u.
Total charge ... +3

Geometry (Å):
La1 -0.05809 0.04000 1.04728
P1 1.95908 -1.20275 2.72784
P2 1.74221 2.01896 0.53934
P3 -0.78544 -2.52226 0.36094
H1 -0.66743 1.88686 -8.54876
C1 -1.61676 1.34254 -8.42917
C2 -2.76210 1.98842 -8.13740
H2 -2.78564 3.08068 -8.00300
C3 3.26426 -2.01534 1.83463
C4 2.64683 0.07168 3.77220
C5 1.10827 -2.35024 3.79173
C6 0.79285 2.90157 -0.69518
C7 1.95337 3.09593 1.92429
C8 3.28729 1.54033 -0.17593
C9 -1.99154 -2.19217 -0.90723
C10 -1.55939 -3.37524 1.70479
C11 0.49253 -3.53611 -0.34412
H3 -1.60011 0.25470 -8.59611
H4 -3.71808 1.44979 -8.05042
H5 3.90134 -2.31496 2.66657
H6 3.76139 -1.31651 1.15074
H7 2.86962 -2.87019 1.27345
H8 3.19319 -0.57237 4.46241
H9 1.85068 0.63324 4.27348
H10 3.30000 0.73814 3.20264
H11 1.76686 -3.21735 3.76539
H12 0.08912 -2.60882 3.48321
H13 1.10530 -1.84925 4.75886
H14 1.28636 3.87237 -0.64792
H15 -0.27439 2.98931 -0.44724
H16 0.89685 2.43626 -1.68134
H17 2.95509 3.46869 1.72313
H18 1.88031 2.58918 2.88833
H19 1.17331 3.84801 1.82454
H20 3.65087 2.50870 -0.51537
H21 3.14715 0.84105 -1.00794
H22 3.92832 1.09209 0.59103
H23 -2.57084 -3.11086 -0.88678
H24 -1.48938 -2.04070 -1.86811
H25 -2.61927 -1.31444 -0.70165
H26 -2.29227 -3.95922 1.15258
H27 -2.03403 -2.69139 2.41621
H28 -0.79486 -3.98576 2.18114
H29 -0.10423 -4.28818 -0.85923
H30 1.09868 -3.95648 0.46467
H31 1.12669 -2.97836 -1.04377
C12 -0.87146 0.41704 -2.03075
C13 0.33514 -0.03420 -2.62035
C14 0.36566 -0.11874 -4.00062
C15 -0.76659 0.19973 -4.74769
C16 -1.94668 0.60730 -4.12642
C17 -2.02195 0.71637 -2.76557
O1 -1.04653 0.57427 -0.73768
H32 1.62135 -0.83622 -0.28122
H33 1.21404 -0.29060 -2.01046
H34 1.28773 -0.43318 -4.48529
H35 -0.74177 0.13439 -5.83584
H36 -2.83577 0.85912 -4.68534
H37 -2.89969 1.01990 -2.18610
N1 -2.68067 0.57026 4.93224
C18 -2.33045 1.88670 4.29940
C19 -1.47550 1.68177 3.11107
O2 -1.07799 2.65603 2.42691
O3 -1.22796 0.42488 2.92226
H38 -3.21310 -0.04184 4.29776
H39 -3.26830 0.71164 5.76658
H40 -1.85053 0.04655 5.24306
H41 -3.26181 2.36293 4.03162
H42 -1.81113 2.46633 5.04763

Atom charges from the Löwdin analysis, given in e for atoms 1 to 5: atom 1 (La): 1.467, atom 2 (P): 0.631, atom 3 (P): 0.752, atom 4 (P): 0.685, atom 5 (H): 0.053



3.
Formula: C4H5BrO2S
Source: the OMol25 dataset
Level of theory: ωB97M-V with the def2-TZVPD basis set

Output
Energy relative to the best compared isomer or geometry (same formula, charge and spin) ... 41.4 kcal per mole
Frontier orbital gap ... 0.307 Ha
HOMO ... -9.270 eV
Maximum force ... 4.5 eV Å⁻¹
Spin multiplicity ... 1
Electronic energy ... -3278.001545 a.u.

Geometry (Å):
C1 1.27100 -0.82049 0.53103
C2 0.69250 -0.67096 -0.78906
C3 0.87913 -0.37698 1.69701
C4 -0.56876 -0.71250 -1.04215
O1 -1.57342 2.70310 0.53206
O2 -1.02115 1.65045 -1.63765
S1 -2.04371 2.01376 -0.63676
Br1 -1.95137 -0.85653 0.22117
H1 2.23463 -1.44918 0.45953
H2 1.41810 -0.59095 -1.63944
H3 0.14446 0.32084 1.83300
H4 1.72415 -0.62056 2.42259
H5 -1.20556 -0.59000 -1.95134

Atom charges from the natural (NBO) analysis, given in e for atoms 1 to 5: atom 1 (C): -0.213, atom 2 (C): -0.265, atom 3 (C): -0.372, atom 4 (C): -0.243, atom 5 (O): -0.840



4.
Formula: C16H14AuN2O4
Source: the OMol25 dataset
Level of theory: ωB97M-V with the def2-TZVPD basis set

Output
Energy relative to the best compared isomer or geometry (same formula, charge and spin) ... 4.0 kcal per mole
Frontier orbital gap ... 0.270 Ha
HOMO ... -12.290 eV
Maximum force ... 1.3 eV Å⁻¹
Spin multiplicity ... 1
Electronic energy ... -1164.054260 a.u.
Total charge ... +1

Geometry (Å):
Au1 -0.74552 -0.59261 0.00000
C1 3.55543 -1.21652 0.00003
C2 2.17650 -1.43763 0.00002
N1 1.32494 -0.42767 0.00002
C3 1.76929 0.85364 0.00001
C4 3.12764 1.15329 0.00000
C5 4.03087 0.07058 0.00002
C6 3.53228 2.52859 -0.00001
C7 2.61266 3.51385 -0.00002
C8 1.20837 3.21367 0.00000
C9 0.20556 4.20303 -0.00001
C10 -1.10817 3.83343 -0.00001
C11 -1.44876 2.47020 0.00000
N2 -0.51597 1.52796 0.00000
C12 0.80372 1.88364 0.00000
H1 4.22419 -2.06627 0.00003
H2 1.74174 -2.43132 0.00002
H3 5.09545 0.27371 0.00002
H4 4.59280 2.75032 -0.00001
H5 2.91133 4.55560 -0.00003
H6 0.49616 5.24738 -0.00001
H7 -1.90559 4.56298 -0.00001
H8 -2.47461 2.13390 -0.00001
C13 -4.99422 -1.25787 0.00002
C14 -3.76389 -0.38150 0.00000
O1 -3.85490 0.82979 0.00000
O2 -2.65627 -1.11262 0.00000
H9 -5.87312 -0.62687 0.00003
H10 -4.96907 -1.89867 0.88206
H11 -4.96909 -1.89867 -0.88201
C15 -0.26962 -4.90255 -0.00003
C16 -1.08729 -3.60489 -0.00003
O3 -2.28452 -3.62571 -0.00004
O4 -0.24764 -2.53757 -0.00001
H12 -0.95968 -5.73777 -0.00006
H13 0.35947 -4.92445 0.89137
H14 0.35953 -4.92441 -0.89135

Atom charges from the natural (NBO) analysis, given in e for atoms 1 to 5: atom 1 (Au): 1.461, atom 2 (C): -0.239, atom 3 (C): 0.119, atom 4 (N): -0.461, atom 5 (C): 0.140